# 1
The following is a quantum chemistry calculation of a molecular structure, C52H78N3O3S3Ta, from the OMol25 dataset.

For the LUMO energy, the calculation gives 0.1 eV. The value obtained for the HOMO-LUMO gap is 7.48 eV. The calculation puts the HOMO energy at -7.385 eV.

ORCA input file:
```
! wB97M-V def2-TZVPD RIJCOSX def2/J DEFGRID3
* xyz 0 1
Ta -0.706 0.457 -0.352
C -3.814 5.975 3.353
C -2.713 5.386 4.251
C -1.863 6.523 4.832
C -3.367 4.642 5.413
C -1.853 4.456 3.394
C -1.831 3.082 3.540
C -1.156 2.273 2.635
C -1.466 0.794 2.767
N -0.580 -0.182 2.075
C 0.778 -0.079 2.672
C 1.906 0.421 1.765
N 1.813 0.031 0.356
C 2.416 -1.275 0.068
C 1.799 -2.385 0.866
N 0.362 -2.423 0.644
C -0.412 -2.717 1.838
C -1.211 -1.508 2.324
C 0.084 -3.258 -0.513
C -1.359 -3.338 -0.949
C -1.755 -4.552 -1.517
C -3.025 -4.744 -2.023
C -3.923 -3.688 -1.868
C -3.605 -2.471 -1.276
C -2.269 -2.296 -0.877
O -1.807 -1.058 -0.462
C -4.683 -1.395 -1.099
C -4.784 -1.037 0.393
C -6.084 -1.887 -1.487
C -4.365 -0.199 -2.015
C -3.462 -6.030 -2.728
C -4.680 -6.632 -2.015
C -2.348 -7.075 -2.745
C -3.840 -5.697 -4.179
C 2.525 1.023 -0.468
C 2.343 0.924 -1.971
C 3.233 1.648 -2.751
C 3.117 1.692 -4.131
C 2.120 0.904 -4.708
C 1.215 0.138 -3.972
C 1.310 0.228 -2.583
O 0.355 -0.347 -1.773
C 0.215 -0.810 -4.665
C 0.361 -0.777 -6.191
C 0.514 -2.241 -4.197
C -1.250 -0.487 -4.343
C 4.060 2.583 -4.944
C 5.510 2.117 -4.751
C 3.733 2.547 -6.436
C 3.925 4.032 -4.451
C -0.442 2.829 1.582
O -0.007 1.947 0.615
C -0.346 4.227 1.451
C -1.093 4.978 2.353
C 0.475 5.059 0.437
C 1.450 4.269 -0.419
C 1.325 6.074 1.226
C -0.473 5.810 -0.508
H -4.473 6.626 3.934
H -4.415 5.180 2.903
H -3.386 6.563 2.536
H -2.482 7.173 5.457
H -1.420 7.147 4.052
H -1.051 6.128 5.449
H -3.954 5.347 6.008
H -2.622 4.184 6.071
H -4.048 3.860 5.064
H -2.391 2.599 4.336
H -2.489 0.608 2.429
H -1.452 0.557 3.838
H 1.027 -1.039 3.117
H 0.737 0.629 3.502
H 2.855 0.082 2.203
H 1.920 1.505 1.801
H 3.494 -1.230 0.274
H 2.302 -1.469 -0.997
H 2.007 -2.242 1.923
H 2.276 -3.337 0.592
H 0.244 -3.088 2.628
H -1.131 -3.516 1.645
H -1.397 -1.619 3.399
H -2.182 -1.485 1.834
H 0.417 -4.289 -0.322
H 0.698 -2.886 -1.333
H -1.020 -5.347 -1.558
H -4.939 -3.832 -2.210
H -5.214 -1.889 0.936
H -5.437 -0.172 0.534
H -3.824 -0.797 0.840
H -6.376 -2.785 -0.935
H -6.178 -2.086 -2.558
H -6.799 -1.097 -1.243
H -3.348 0.174 -1.906
H -5.040 0.637 -1.812
H -4.496 -0.509 -3.057
H -4.442 -6.877 -0.976
H -4.997 -7.551 -2.518
H -5.530 -5.945 -2.011
H -2.046 -7.363 -1.733
H -1.463 -6.714 -3.278
H -2.699 -7.976 -3.256
H -4.680 -4.999 -4.223
H -4.128 -6.607 -4.717
H -2.996 -5.240 -4.703
H 3.602 0.953 -0.260
H 2.205 1.997 -0.139
H 4.022 2.203 -2.248
H 2.042 0.885 -5.783
H 1.369 -1.041 -6.521
H 0.106 0.203 -6.606
H -0.329 -1.506 -6.621
H 1.539 -2.530 -4.448
H -0.173 -2.946 -4.678
H 0.377 -2.327 -3.118
H -1.497 0.550 -4.576
H -1.492 -0.660 -3.293
H -1.891 -1.140 -4.946
H 5.640 1.094 -5.116
H 5.800 2.138 -3.698
H 6.198 2.767 -5.301
H 3.854 1.545 -6.858
H 4.413 3.215 -6.969
H 2.711 2.880 -6.635
H 4.266 4.140 -3.418
H 2.884 4.364 -4.494
H 4.528 4.700 -5.075
H -1.079 6.055 2.224
H 2.206 3.796 0.213
H 1.972 4.967 -1.082
H 0.955 3.524 -1.042
H 1.956 5.566 1.962
H 0.718 6.810 1.754
H 1.975 6.617 0.534
H -1.036 5.117 -1.138
H 0.108 6.472 -1.158
H -1.196 6.423 0.038
S -3.493 3.939 -1.981
C -2.572 2.715 -1.406
S -2.922 1.787 0.008
S -1.150 2.099 -2.213
*
```


# 2
The following is a quantum chemistry calculation of a molecular structure, C30H28N3PPdSbSe2, from the OMol25 dataset.

For the LUMO energy (alpha / beta), the calculation gives -9.9 / -12.1 eV. The value obtained for the HOMO-LUMO gap (alpha / beta) is 6.40 / 4.51 eV. The calculation puts the HOMO energy (alpha / beta) at -16.301 / -16.635 eV. The energy relative to the best compared isomer or geometry (same formula, charge and spin) is 276.2 kJ/mol.

ORCA input file:
```
! wB97M-V def2-TZVPD RIJCOSX def2/J DEFGRID3
* xyz 3 5
Pd -1.040 1.356 0.919
C -0.051 -5.706 0.293
C 0.452 -4.554 -0.485
C 0.818 -4.587 -1.819
C 0.978 -3.490 -2.596
C 0.892 -2.253 -1.892
C 0.593 -2.274 -0.508
N 0.361 -3.403 0.146
Sb 0.801 -0.573 0.871
C -0.718 -1.088 2.286
C -0.815 -2.183 3.144
C -1.898 -2.258 3.995
C -2.631 -1.121 4.226
C -2.457 -0.021 3.336
C -3.365 1.208 3.466
N -1.565 -0.075 2.345
C 2.852 -0.619 1.566
C 3.958 -0.810 0.680
C 5.244 -0.767 1.161
C 5.340 -0.412 2.484
C 4.194 -0.193 3.263
C 4.237 0.361 4.643
N 2.927 -0.163 2.775
H 0.379 -5.667 1.298
H 0.230 -6.636 -0.183
H -1.143 -5.668 0.485
H 0.750 -5.548 -2.312
H 1.303 -3.541 -3.635
H 0.966 -1.276 -2.346
H -0.105 -2.972 3.065
H -2.112 -3.205 4.505
H -3.433 -1.107 4.969
H -2.883 2.124 3.177
H -3.673 1.285 4.500
H -4.335 0.948 2.955
H 3.754 -1.000 -0.381
H 6.172 -0.945 0.558
H 6.288 -0.299 2.981
H 4.939 1.214 4.750
H 4.466 -0.434 5.454
H 3.232 0.718 4.950
Se -1.460 -0.188 -1.241
P -1.004 2.207 -1.361
Se -0.184 3.772 0.026
C 0.138 1.936 -2.693
C 1.392 1.300 -2.555
C 2.317 1.303 -3.570
C 1.975 1.872 -4.796
C 0.801 2.586 -4.906
C -0.159 2.488 -3.913
C -2.616 2.927 -1.702
C -2.695 4.029 -2.559
C -3.946 4.457 -3.041
C -5.092 3.943 -2.437
C -5.052 2.879 -1.570
C -3.808 2.339 -1.200
H 1.627 0.904 -1.564
H 3.273 0.789 -3.377
H 2.659 1.819 -5.663
H 0.573 3.164 -5.807
H -1.183 2.851 -4.129
H -1.793 4.589 -2.874
H -3.953 5.152 -3.847
H -6.058 4.378 -2.743
H -5.933 2.663 -0.996
H -3.718 1.476 -0.569
*
```


# 3
The following is a quantum chemistry calculation of 12 unconnected molecules or ions with the total composition C24H72O24, from the OMol25 dataset.

For the LUMO energy, the calculation gives 0.3 eV. The value obtained for the HOMO-LUMO gap is 10.10 eV. The calculation puts the HOMO energy at -9.804 eV. The SMILES is OCCO.OCCO.OCCO.OCCO.OCCO.OCCO.OCCO.OCCO.OCCO.OCCO.OCCO.OCCO. The energy relative to the best compared isomer or geometry (same formula, charge and spin) is 8.5 kJ/mol.

ORCA input file:
```
! wB97M-V def2-TZVPD RIJCOSX def2/J DEFGRID3
* xyz 0 1
O -2.016 0.760 -5.735
C -1.231 -0.387 -5.952
C -1.520 -1.616 -5.043
O -1.252 -1.329 -3.650
H -1.624 1.292 -5.036
H -1.557 -0.674 -6.959
H -0.155 -0.195 -5.959
H -0.887 -2.440 -5.351
H -2.573 -1.850 -5.110
H -0.483 -0.759 -3.614
O -3.259 3.120 2.411
C -3.677 1.834 1.936
C -3.040 0.735 2.767
O -2.957 1.197 4.122
H -2.375 3.271 2.025
H -4.720 1.913 2.075
H -3.423 1.664 0.870
H -2.058 0.444 2.356
H -3.650 -0.166 2.809
H -2.865 2.173 4.039
O 4.587 -1.330 0.693
C 4.294 0.057 0.954
C 4.301 0.360 2.476
O 4.045 1.786 2.663
H 5.444 -1.473 1.112
H 4.992 0.708 0.379
H 3.329 0.248 0.412
H 5.251 0.003 2.874
H 3.394 -0.132 2.858
H 4.845 2.180 2.310
O 2.037 -2.426 -3.960
C 1.954 -2.650 -2.521
C 3.153 -3.435 -1.942
O 4.364 -2.702 -1.964
H 2.793 -1.873 -4.109
H 1.898 -1.675 -2.034
H 1.031 -3.199 -2.273
H 3.213 -4.350 -2.521
H 2.926 -3.736 -0.892
H 4.409 -2.153 -1.158
O -1.400 -1.133 5.409
C -0.124 -0.653 5.636
C 1.011 -1.723 5.525
O 1.276 -2.024 4.151
H -2.064 -0.523 5.074
H 0.044 0.042 4.847
H -0.097 -0.145 6.628
H 0.755 -2.615 6.080
H 1.889 -1.236 5.990
H 0.629 -2.701 3.868
O 1.552 3.722 -0.476
C 0.343 3.998 -1.246
C -0.721 4.272 -0.230
O -0.947 3.164 0.681
H 2.199 3.403 -1.162
H 0.530 4.900 -1.875
H 0.118 3.207 -1.961
H -1.668 4.607 -0.684
H -0.371 5.151 0.344
H -0.083 3.035 1.159
O 1.108 -0.245 2.096
C 0.622 -0.920 0.960
C 0.037 0.031 -0.066
O 1.058 0.888 -0.636
H 1.293 -0.886 2.842
H 1.424 -1.429 0.377
H -0.120 -1.703 1.227
H -0.751 0.731 0.311
H -0.432 -0.505 -0.917
H 1.239 1.681 -0.134
O -1.660 -6.611 -2.814
C -1.287 -5.259 -2.674
C -1.634 -4.649 -1.347
O -1.122 -3.359 -1.211
H -2.603 -6.654 -2.978
H -0.188 -5.330 -2.811
H -1.680 -4.690 -3.528
H -1.164 -5.180 -0.555
H -2.692 -4.718 -1.117
H -1.510 -2.806 -1.905
O 3.073 2.330 -2.182
C 2.655 2.252 -3.528
C 1.839 0.999 -3.823
O 0.525 0.928 -3.240
H 2.885 1.506 -1.770
H 2.087 3.149 -3.687
H 3.572 2.316 -4.152
H 2.392 0.084 -3.531
H 1.580 0.945 -4.885
H 0.663 1.009 -2.288
O -3.155 0.212 -1.825
C -3.965 1.232 -2.418
C -3.223 2.591 -2.533
O -2.069 2.482 -3.346
H -2.376 -0.009 -2.381
H -4.151 0.890 -3.418
H -4.873 1.212 -1.876
H -2.939 2.992 -1.568
H -3.815 3.397 -3.015
H -1.359 2.119 -2.781
O 1.626 5.516 1.723
C 1.820 5.043 3.041
C 0.999 3.837 3.423
O 1.169 2.789 2.418
H 1.823 4.827 1.091
H 2.902 4.815 3.168
H 1.590 5.792 3.837
H -0.090 4.095 3.434
H 1.340 3.430 4.394
H 1.933 2.234 2.609
O -3.704 -2.459 3.274
C -2.869 -3.033 2.312
C -1.839 -3.974 2.993
O -1.081 -3.269 3.967
H -3.825 -3.101 3.997
H -3.395 -3.734 1.662
H -2.486 -2.192 1.669
H -1.153 -4.353 2.238
H -2.341 -4.810 3.528
H -1.509 -2.420 4.234
*
```


# 4
The following is a quantum chemistry calculation of a molecular structure, C8H18N3OPd, from the OMol25 dataset.

For the LUMO energy, the calculation gives -4.1 eV. The value obtained for the HOMO-LUMO gap is 7.89 eV. The calculation puts the HOMO energy at -12.000 eV.

ORCA input file:
```
! wB97M-V def2-TZVPD RIJCOSX def2/J DEFGRID3
* xyz 1 1
Pd -0.693 -0.662 -1.099
C -0.730 1.904 0.572
C -0.232 0.899 1.607
N -0.268 -0.536 1.216
C 1.010 -1.249 1.453
C 1.821 -1.531 0.176
N 1.619 -0.503 -0.854
C 2.149 0.828 -0.510
C 1.241 1.972 -0.974
N -0.185 1.720 -0.770
H -0.513 2.901 0.977
H -1.814 1.824 0.480
H -0.834 1.041 2.507
H 0.788 1.143 1.897
H -0.992 -0.987 1.758
H 0.801 -2.204 1.935
H 1.611 -0.678 2.164
H 1.495 -2.477 -0.262
H 2.875 -1.649 0.452
H 2.030 -0.822 -1.723
H 3.142 0.977 -0.939
H 2.284 0.869 0.569
H 1.382 2.128 -2.044
H 1.572 2.889 -0.470
H -0.729 2.261 -1.428
C -3.203 -2.103 -0.917
C -2.539 -0.818 -1.340
O -2.994 0.106 -1.935
H -4.270 -1.914 -0.817
H -2.782 -2.477 0.013
H -3.044 -2.852 -1.693
*
```


# 5
The following is a quantum chemistry calculation of 2 unconnected molecules or ions with the total composition C3H6NO3, from the OMol25 dataset.

For the LUMO energy, the calculation gives -5.4 eV. The value obtained for the HOMO-LUMO gap is 8.45 eV. The calculation puts the HOMO energy at -13.857 eV. The energy relative to the best compared isomer or geometry (same formula, charge and spin) is 475.9 kJ/mol.

ORCA input file:
```
! wB97M-V def2-TZVPD RIJCOSX def2/J DEFGRID3
* xyz 1 1
C 0.132 2.546 2.150
C -0.843 -1.685 -1.536
C 0.151 -2.247 -2.374
N -0.126 0.408 1.223
O 0.364 -0.540 0.711
O 0.723 1.481 1.421
O -1.433 -1.128 -0.796
H 0.045 2.357 3.295
H -0.896 2.532 1.778
H 0.687 3.447 1.960
H 0.305 -1.621 -3.263
H -0.161 -3.247 -2.773
H 1.051 -2.302 -1.797
*
```


# 6
The following is a quantum chemistry calculation of a molecular structure, C54H48AuGeN2OP, from the OMol25 dataset.

For the LUMO energy (alpha / beta), the calculation gives -2.6 / -5.4 eV. The value obtained for the HOMO-LUMO gap (alpha / beta) is 7.11 / 4.31 eV. The calculation puts the HOMO energy (alpha / beta) at -9.745 / -9.739 eV. The energy relative to the best compared isomer or geometry (same formula, charge and spin) is 0.0 kJ/mol.

ORCA input file:
```
! wB97M-V def2-TZVPD RIJCOSX def2/J DEFGRID3
* xyz 1 2
Au -0.444 0.381 0.156
O -0.018 -1.758 2.080
C -0.335 -0.607 1.986
C -0.594 0.216 3.221
C -0.648 -0.422 4.460
C -0.861 0.331 5.600
C -1.009 1.716 5.512
C -0.943 2.353 4.287
C -0.742 1.599 3.133
P -0.550 2.346 1.501
C -1.957 3.423 1.233
C -3.145 3.226 1.934
C -4.241 4.031 1.672
C -4.159 5.021 0.704
C -2.985 5.203 -0.015
C -1.886 4.404 0.243
C 0.929 3.369 1.586
C 0.881 4.695 2.009
C 2.058 5.411 2.147
C 3.278 4.811 1.864
C 3.325 3.492 1.436
C 2.153 2.770 1.291
H -0.522 -1.494 4.507
H -0.912 -0.156 6.564
H -1.171 2.298 6.408
H -1.044 3.430 4.227
H -3.215 2.454 2.690
H -5.160 3.882 2.222
H -5.016 5.648 0.501
H -2.929 5.962 -0.782
H -0.975 4.541 -0.328
H -0.066 5.168 2.232
H 2.022 6.440 2.477
H 4.193 5.377 1.971
H 4.275 3.028 1.210
H 2.186 1.744 0.941
C 4.378 -2.919 0.299
C 4.397 -1.505 -0.293
C 4.770 -1.541 -1.779
C 5.360 -0.601 0.486
C 3.044 -0.948 -0.171
N 1.975 -0.542 -0.076
H 5.374 -3.352 0.204
H 3.671 -3.557 -0.230
H 4.106 -2.902 1.354
H 5.777 -1.944 -1.879
H 4.752 -0.542 -2.215
H 4.086 -2.177 -2.340
H 6.366 -1.015 0.417
H 5.084 -0.542 1.538
H 5.376 0.406 0.068
N -0.312 1.281 -1.681
C -0.888 1.975 -2.561
C -2.292 2.498 -2.516
C -2.666 3.598 -3.289
C -3.974 4.062 -3.265
C -4.924 3.428 -2.480
C -4.557 2.344 -1.695
C -3.250 1.892 -1.709
C -0.084 2.272 -3.792
C 1.234 2.694 -3.659
C 2.013 2.911 -4.784
C 1.487 2.686 -6.049
C 0.179 2.246 -6.186
C -0.609 2.049 -5.061
H -1.932 4.095 -3.908
H -4.252 4.916 -3.870
H -5.949 3.777 -2.481
H -5.288 1.840 -1.075
H -2.974 1.049 -1.096
H 1.638 2.849 -2.667
H 3.034 3.255 -4.675
H 2.096 2.852 -6.928
H -0.231 2.060 -7.170
H -1.630 1.705 -5.171
C -1.939 -1.262 -2.699
Ge -1.837 -1.588 -0.773
C -1.057 -3.335 -0.481
C -1.274 -4.058 0.691
C -0.805 -5.354 0.812
C -0.104 -5.941 -0.234
C 0.122 -5.231 -1.404
C -0.353 -3.934 -1.525
C -3.564 -1.419 0.140
C -3.757 -0.498 1.136
C -5.016 -0.302 1.740
C -6.086 -1.035 1.325
C -5.939 -2.016 0.314
C -7.042 -2.797 -0.106
C -6.892 -3.769 -1.050
C -5.623 -4.011 -1.613
C -4.544 -3.265 -1.235
C -4.666 -2.232 -0.272
H -2.494 -2.076 -3.170
H -0.941 -1.207 -3.130
H -2.453 -0.328 -2.895
H -1.831 -3.616 1.509
H -0.990 -5.911 1.721
H 0.260 -6.955 -0.138
H 0.660 -5.689 -2.224
H -0.174 -3.393 -2.446
H -2.933 0.131 1.461
H -5.125 0.434 2.526
H -7.063 -0.889 1.769
H -8.009 -2.611 0.346
H -7.741 -4.363 -1.362
H -5.502 -4.802 -2.341
H -3.572 -3.493 -1.656
*
```


# 7
The following is a quantum chemistry calculation of a molecular structure, C6H6Cl2O2, from the OMol25 dataset.

For the LUMO energy, the calculation gives -1.1 eV. The value obtained for the HOMO-LUMO gap is 8.02 eV. The calculation puts the HOMO energy at -9.131 eV. The energy relative to the best compared isomer or geometry (same formula, charge and spin) is 126.1 kJ/mol.

ORCA input file:
```
! wB97M-V def2-TZVPD RIJCOSX def2/J DEFGRID3
* xyz 0 1
C -1.934 -0.837 -0.952
C -1.980 0.543 -0.430
C -0.533 -0.990 -1.628
C 0.485 -0.639 -0.609
C 0.036 0.702 -0.189
C 0.433 1.154 1.248
O -2.785 -1.715 -0.871
O -2.756 1.425 -0.481
Cl 2.199 -0.564 -1.256
Cl 0.208 2.022 -1.306
H -0.461 -2.068 -1.917
H -0.480 -0.616 -2.708
H 0.437 -1.475 0.139
H 1.547 1.364 1.256
H 0.407 0.384 1.909
H -0.351 1.861 1.633
*
```


Sequential molecular weight output: 1070.4 847.6 744.8 278.7 104.1 1041.5 181.0 g mol⁻¹